No. 1
Computed, not measured: a cluster of 7 separate species, C30H52NO24S6 in total in a non-equilibrium geometry, with ωB97M-V/def2-TZVPD.

The geometry in ORCA input format:
```
! wB97M-V def2-TZVPD RIJCOSX def2/J DEFGRID3
* xyz 1 1
C -2.766 4.212 3.311
C -3.100 4.838 2.164
C -4.249 4.302 1.249
C -3.678 3.013 0.640
C -2.531 3.104 -0.187
C -1.982 1.905 -0.708
C -2.591 0.701 -0.369
N -3.699 0.610 0.407
C -4.201 -0.758 0.680
C -5.484 -0.837 1.544
C -5.243 -0.878 3.101
C -3.900 -0.250 3.576
C -5.488 -2.328 3.698
C -4.175 -3.099 4.060
C -3.785 -2.850 5.533
C -2.778 -3.434 6.189
C -1.971 -4.647 5.696
C -2.364 -2.808 7.551
C -4.217 1.747 0.894
H -1.710 4.081 3.608
H -3.544 3.825 3.991
H -2.497 5.717 1.880
H -5.102 4.097 1.931
H -4.473 5.073 0.495
H -2.099 4.091 -0.402
H -1.078 1.883 -1.332
H -2.144 -0.230 -0.746
H -3.417 -1.395 1.131
H -4.419 -1.218 -0.308
H -5.982 -1.792 1.278
H -6.203 -0.037 1.272
H -6.047 -0.255 3.552
H -3.811 0.833 3.341
H -3.002 -0.809 3.245
H -3.894 -0.290 4.686
H -6.018 -2.162 4.660
H -6.155 -2.931 3.054
H -4.365 -4.194 3.974
H -3.341 -2.898 3.355
H -4.376 -2.082 6.068
H -2.571 -5.563 5.862
H -1.719 -4.567 4.623
H -1.073 -4.725 6.337
H -1.454 -3.294 7.957
H -3.151 -2.941 8.323
H -2.166 -1.723 7.466
H -5.109 1.713 1.536
C -3.786 2.096 -3.786
C -3.738 0.700 -4.372
O -4.056 0.877 -5.756
S -3.502 2.308 -6.250
O -2.249 2.116 -6.884
O -4.567 3.011 -6.864
O -3.234 2.945 -4.789
H -4.817 2.411 -3.603
H -3.213 2.175 -2.864
H -4.449 0.024 -3.896
H -2.737 0.278 -4.305
C 2.013 1.989 -4.949
C 2.288 2.093 -3.467
O 1.112 1.541 -2.843
S 0.515 0.385 -3.786
O 0.968 -0.869 -3.302
O -0.868 0.669 -4.006
O 1.325 0.735 -5.112
H 1.348 2.786 -5.291
H 2.935 1.999 -5.533
H 2.453 3.117 -3.144
H 3.144 1.478 -3.177
C 5.229 -1.231 -8.143
C 4.874 -1.862 -6.812
O 5.517 -1.038 -5.827
S 5.551 0.475 -6.362
O 4.452 1.166 -5.767
O 6.877 0.961 -6.294
O 5.188 0.179 -7.900
H 6.242 -1.496 -8.454
H 4.528 -1.502 -8.930
H 5.219 -2.890 -6.730
H 3.796 -1.825 -6.634
C 8.161 -1.576 -1.314
C 8.020 -0.102 -0.996
O 7.340 0.449 -2.128
S 6.335 -0.655 -2.736
O 5.035 -0.404 -2.223
O 6.598 -0.790 -4.129
O 6.939 -1.935 -1.966
H 8.984 -1.756 -2.009
H 8.306 -2.179 -0.420
H 8.980 0.387 -0.850
H 7.394 0.055 -0.115
C 0.355 1.719 2.823
C 1.307 0.550 2.964
O 2.419 1.075 3.692
S 1.904 2.213 4.712
O 1.737 1.630 5.993
O 2.670 3.384 4.499
O 0.439 2.425 4.062
H 0.673 2.394 2.023
H -0.670 1.397 2.639
H 1.627 0.154 2.002
H 0.861 -0.254 3.559
C 3.455 -2.403 2.554
C 3.718 -3.370 1.417
O 3.317 -2.663 0.238
S 3.600 -1.092 0.435
O 4.834 -0.775 -0.181
O 2.400 -0.381 0.150
O 3.815 -1.119 2.038
H 2.395 -2.382 2.819
H 4.043 -2.635 3.440
H 3.156 -4.295 1.519
H 4.783 -3.600 1.328
*
```

Values from the calculation:
**Energy**: -147578.880 eV
**HOMO-LUMO gap**: 6.81 eV
**Molar mass**: 1003.13 g mol⁻¹
**Lowest unoccupied orbital energy**: -4.14 eV

---

No. 2
Computed, not measured: a structure of composition C30H52O19P2S3V in a non-equilibrium geometry, with ωB97M-V/def2-TZVPD.

The geometry in ORCA input format:
```
! wB97M-V def2-TZVPD RIJCOSX def2/J DEFGRID3
* xyz -1 3
V -1.119 0.074 -0.985
C 1.061 2.653 -3.442
C 0.682 3.941 -3.979
C -0.664 4.603 -3.636
O -0.772 5.765 -3.981
C -1.551 3.917 -2.662
C -1.220 2.576 -2.388
C 0.086 2.008 -2.797
O 0.161 0.794 -2.344
O -1.934 1.786 -1.581
O 1.458 4.524 -4.794
H 1.942 2.017 -3.716
H -2.487 4.271 -2.206
C 0.576 -3.646 -0.674
C 0.311 -2.379 -0.333
C 1.278 -1.320 0.022
O 0.734 -0.123 -0.125
C 2.529 -1.704 0.283
C 2.969 -3.053 0.235
C 1.931 -4.115 -0.406
O 2.301 -5.229 -0.611
O 4.059 -3.481 0.535
O -0.882 -1.847 -0.647
H -0.297 -4.377 -0.671
H 3.275 -0.926 0.345
C -0.166 -1.323 -5.250
S -0.551 -1.448 -3.459
O -1.830 -0.790 -3.178
C -0.834 -3.193 -3.641
H 0.754 -1.914 -5.379
H 0.065 -0.338 -5.560
H -1.044 -1.752 -5.766
H -0.104 -3.581 -4.350
H -1.729 -3.323 -4.182
H -0.842 -3.581 -2.617
C 6.756 -4.304 -1.665
S 6.684 -5.807 -2.540
O 7.538 -5.641 -3.765
C 4.961 -5.725 -2.989
H 6.145 -4.183 -0.755
H 6.322 -3.448 -2.250
H 7.882 -4.222 -1.469
H 4.676 -6.640 -3.552
H 4.775 -4.851 -3.655
H 4.392 -5.684 -2.056
C 5.565 2.767 2.612
S 5.689 1.820 1.096
O 6.412 0.561 1.479
C 3.927 1.585 0.769
H 5.229 3.814 2.448
H 6.545 2.685 3.107
H 4.873 2.274 3.271
H 3.354 1.217 1.557
H 4.011 0.845 -0.013
H 3.555 2.530 0.396
C -2.532 4.208 4.764
C -1.807 2.889 4.443
O -2.168 2.443 3.125
P -1.022 1.656 2.361
O -1.546 1.012 1.175
O 0.184 2.655 2.183
C 0.148 3.542 1.016
C 1.133 4.586 1.210
O -0.462 0.671 3.444
C 0.670 -0.222 3.236
C 1.801 0.258 4.076
H -2.048 4.576 5.681
H -2.410 4.993 4.009
H -3.589 4.105 5.049
H -0.684 3.020 4.558
H -2.099 2.090 5.110
H 0.373 2.927 0.110
H -0.843 3.964 0.945
H 1.108 5.389 0.423
H 1.196 5.033 2.219
H 2.114 4.121 1.205
H 0.296 -1.214 3.450
H 1.024 -0.309 2.194
H 2.644 -0.442 3.921
H 2.104 1.310 3.926
H 1.587 0.270 5.074
C -5.884 2.654 0.968
C -4.818 1.603 1.159
O -5.226 0.418 0.451
P -4.240 -0.782 0.302
O -3.001 -0.535 -0.392
O -3.977 -1.209 1.813
C -2.965 -2.238 2.056
C -2.887 -2.494 3.517
O -5.097 -1.906 -0.341
C -4.638 -2.400 -1.712
C -4.960 -1.449 -2.807
H -5.951 3.030 -0.049
H -6.791 2.265 1.287
H -5.618 3.510 1.551
H -3.849 1.789 0.723
H -4.675 1.375 2.194
H -3.381 -3.078 1.521
H -1.998 -1.929 1.620
H -2.435 -1.685 4.127
H -3.894 -2.548 3.904
H -2.437 -3.424 3.772
H -3.578 -2.663 -1.567
H -5.222 -3.271 -1.843
H -4.439 -1.768 -3.723
H -6.016 -1.413 -2.977
H -4.632 -0.462 -2.543
*
```

Values from the calculation:
**Energy**: -147632.865 eV
**HOMO-LUMO gap (spin up / spin down)**: 7.22 / 7.21 eV
**Molar mass**: 925.82 g mol⁻¹
**Expectation value of S²**: 2.010
**Lowest unoccupied orbital energy (spin up / spin down)**: 1.85 / 1.85 eV

---

No. 3
Computed, not measured: an isolated molecule of C30H52O4, with ωB97M-V/def2-TZVPD.

The geometry in ORCA input format:
```
! wB97M-V def2-TZVPD RIJCOSX def2/J DEFGRID3
* xyz 0 1
C -6.521 -3.193 -0.447
C -5.841 -2.213 0.462
C -4.720 -2.787 1.273
C -6.205 -0.933 0.496
C -5.581 0.140 1.345
C -4.159 0.529 0.910
C -4.021 1.035 -0.535
C -5.050 2.131 -0.853
O -4.228 -0.038 -1.457
C -2.595 1.558 -0.842
C -2.301 2.958 -0.264
C -0.805 3.002 0.107
C -0.210 1.690 -0.436
C 0.128 1.984 -1.910
C -1.409 0.728 -0.325
C -1.104 -0.620 -0.981
O -2.113 -1.575 -0.730
C 0.191 -1.210 -0.403
C 1.378 -0.237 -0.358
C 2.721 -0.890 0.109
C 2.632 -1.476 1.525
C 3.014 -2.061 -0.852
C 4.420 -2.616 -0.709
C 5.464 -1.539 -0.956
O 6.719 -2.175 -0.831
C 5.307 -0.309 -0.019
C 5.778 -0.631 1.399
C 6.255 0.769 -0.584
C 3.832 0.189 -0.092
C 3.510 1.404 0.811
O 4.485 2.426 0.831
C 2.185 2.031 0.364
C 0.986 1.077 0.368
C 0.593 0.845 1.838
H -6.994 -3.983 0.136
H -5.786 -3.661 -1.102
H -7.282 -2.713 -1.058
H -4.581 -2.243 2.204
H -3.788 -2.743 0.707
H -4.919 -3.831 1.504
H -7.038 -0.616 -0.123
H -5.516 -0.209 2.380
H -6.223 1.022 1.343
H -3.795 1.305 1.586
H -3.520 -0.346 1.018
H -6.048 1.700 -0.901
H -4.830 2.570 -1.823
H -5.044 2.913 -0.101
H -5.052 -0.484 -1.206
H -2.551 1.585 -1.935
H -2.903 3.131 0.627
H -2.554 3.737 -0.983
H -0.698 3.086 1.186
H -0.310 3.868 -0.331
H -0.702 2.507 -2.375
H 0.993 2.638 -1.988
H 0.322 1.092 -2.496
H -1.580 0.538 0.735
H -1.007 -0.490 -2.069
H -2.937 -1.197 -1.094
H -0.061 -1.587 0.588
H 0.437 -2.076 -1.015
H 1.578 0.044 -1.395
H 1.624 -1.825 1.721
H 3.285 -2.337 1.625
H 2.902 -0.768 2.298
H 2.308 -2.869 -0.662
H 2.877 -1.727 -1.884
H 4.594 -3.048 0.275
H 4.578 -3.414 -1.437
H 5.342 -1.177 -1.994
H 7.416 -1.534 -1.005
H 5.201 -1.427 1.850
H 5.706 0.257 2.021
H 6.819 -0.948 1.374
H 6.359 1.594 0.112
H 7.251 0.357 -0.741
H 5.895 1.148 -1.540
H 3.711 0.533 -1.130
H 3.464 1.090 1.854
H 4.494 2.852 -0.034
H 2.356 2.420 -0.641
H 1.972 2.884 1.013
H -0.008 1.666 2.216
H 1.476 0.791 2.463
H 0.031 -0.070 1.978
*
```

Values from the calculation:
**Energy**: -40145.151 eV
**HOMO-LUMO gap**: 9.74 eV
**Molar mass**: 476.74 g mol⁻¹
**Lowest unoccupied orbital energy**: 0.63 eV